{"formula": "C33H30AuN4OP", "method": "ωB97M-V/def2-TZVPD", "elements": ["Au", "C", "C", "C", "C", "C", "C", "P", "C", "C", "C", "C", "C", "C", "C", "C", "C", "C", "C", "C", "C", "C", "C", "C", "H", "H", "H", "H", "H", "H", "H", "H", "H", "H", "H", "H", "H", "H", "H", "H", "N", "C", "C", "C", "C", "C", "C", "H", "H", "H", "H", "H", "H", "H", "C", "N", "C", "C", "C", "N", "C", "O", "N", "H", "H", "H", "H", "H", "H", "H"], "xyz": [[-0.984, -0.617, -0.955], [-0.079, 5.249, -2.510], [-0.880, 4.224, -3.003], [-1.047, 3.067, -2.267], [-0.413, 2.929, -1.028], [0.392, 3.962, -0.535], [0.552, 5.120, -1.279], [-0.750, 1.487, -0.026], [0.572, 1.225, 1.146], [1.906, 1.385, 0.751], [2.924, 1.110, 1.645], [2.621, 0.663, 2.927], [1.297, 0.494, 3.318], [0.270, 0.768, 2.433], [-2.300, 1.641, 0.847], [-2.702, 2.798, 1.476], [-3.906, 2.806, 2.194], [-4.688, 1.682, 2.249], [-4.319, 0.498, 1.573], [-5.145, -0.646, 1.543], [-4.783, -1.731, 0.793], [-3.579, -1.728, 0.063], [-2.726, -0.655, 0.101], [-3.098, 0.478, 0.855], [0.049, 6.158, -3.088], [-1.377, 4.336, -3.959], [-1.687, 2.276, -2.640], [0.878, 3.869, 0.425], [1.168, 5.925, -0.895], [2.144, 1.744, -0.247], [3.958, 1.262, 1.354], [3.422, 0.464, 3.633], [1.065, 0.171, 4.327], [-0.764, 0.656, 2.747], [-2.098, 3.694, 1.435], [-4.219, 3.716, 2.700], [-5.627, 1.697, 2.795], [-6.081, -0.638, 2.096], [-5.429, -2.600, 0.737], [-3.390, -2.591, -0.582], [-0.792, -3.646, -0.147], [0.240, -3.882, 0.793], [1.250, -4.794, 0.507], [2.239, -5.049, 1.448], [2.230, -4.394, 2.666], [1.232, -3.478, 2.946], [0.238, -3.213, 2.011], [-0.861, -4.195, -0.980], [-1.586, -3.110, 0.117], [1.240, -5.317, -0.451], [3.020, -5.775, 1.236], [2.998, -4.607, 3.403], [1.231, -2.964, 3.903], [-0.546, -2.476, 2.205], [4.329, -1.373, -1.346], [3.125, -0.949, -2.091], [3.203, -0.395, -3.320], [2.104, 0.024, -4.006], [0.845, -0.128, -3.376], [0.769, -0.655, -2.130], [1.906, -1.087, -1.442], [1.835, -1.552, -0.307], [-0.266, 0.252, -4.012], [5.138, -1.544, -2.048], [4.109, -2.289, -0.809], [4.619, -0.608, -0.628], [4.202, -0.313, -3.734], [2.189, 0.454, -4.997], [-0.216, 0.607, -4.948], [-1.174, 0.103, -3.609]], "lumo_energy_ha": [-0.2903, -0.2903], "gap_ev": [4.69, 4.69], "total_charge": 2, "homo_ev": [-12.59, -12.59]}

=====

{"formula": "C33H30Cl2N3O6S2Zr", "method": "ωB97M-V/def2-TZVPD", "elements": ["Zr", "C", "O", "C", "C", "C", "C", "C", "C", "N", "N", "C", "C", "C", "C", "O", "C", "N", "C", "C", "C", "C", "H", "H", "H", "H", "H", "H", "H", "H", "H", "H", "H", "H", "Cl", "C", "C", "C", "C", "C", "Cl", "C", "S", "H", "H", "H", "C", "C", "C", "C", "C", "C", "C", "S", "O", "O", "O", "H", "H", "H", "H", "H", "H", "H", "C", "C", "C", "O", "C", "H", "H", "H", "H", "H", "H", "H", "H"], "xyz": [[0.151, -0.040, 0.446], [0.978, 5.361, 6.378], [1.820, 4.432, 5.703], [2.440, 4.859, 4.575], [3.315, 3.942, 3.984], [3.960, 4.250, 2.807], [3.749, 5.492, 2.201], [2.957, 6.427, 2.838], [2.276, 6.118, 4.014], [4.346, 5.954, 0.955], [4.476, 5.224, -0.039], [3.861, 3.907, -0.032], [4.625, 2.793, -0.192], [4.058, 1.495, -0.092], [2.726, 1.367, 0.146], [2.086, 0.179, 0.318], [1.907, 2.515, 0.215], [0.572, 2.294, 0.412], [-0.250, 3.320, 0.385], [0.194, 4.638, 0.200], [1.532, 4.875, 0.059], [2.445, 3.794, 0.081], [0.581, 4.835, 7.240], [0.156, 5.683, 5.734], [1.547, 6.229, 6.713], [3.489, 2.997, 4.484], [4.651, 3.535, 2.384], [2.862, 7.411, 2.393], [1.649, 6.864, 4.477], [5.693, 2.907, -0.332], [4.673, 0.610, -0.187], [-1.306, 3.103, 0.495], [-0.528, 5.441, 0.164], [1.897, 5.880, -0.098], [-2.111, -1.362, 1.546], [-1.821, -2.997, 0.948], [-2.931, -3.773, 0.689], [-2.723, -5.055, 0.204], [-1.432, -5.507, -0.013], [-0.345, -4.689, 0.260], [1.237, -5.322, -0.046], [-0.501, -3.395, 0.767], [0.880, -2.384, 1.180], [-3.925, -3.388, 0.869], [-3.565, -5.702, 0.002], [-1.253, -6.501, -0.396], [-5.611, -1.469, -5.400], [-4.486, -1.043, -4.500], [-4.178, -1.775, -3.353], [-3.143, -1.394, -2.521], [-2.413, -0.257, -2.858], [-2.688, 0.494, -3.998], [-3.731, 0.088, -4.809], [-1.133, 0.241, -1.834], [-0.281, 1.207, -2.456], [-0.367, -0.987, -1.375], [-1.664, 0.747, -0.512], [-6.088, -2.377, -5.037], [-5.247, -1.653, -6.411], [-6.368, -0.685, -5.464], [-4.754, -2.661, -3.116], [-2.894, -1.975, -1.643], [-2.088, 1.360, -4.240], [-3.960, 0.654, -5.704], [0.834, 0.540, 4.823], [-0.152, 1.688, 4.604], [-0.863, 1.265, 3.333], [0.116, 0.463, 2.596], [1.323, 0.272, 3.422], [0.327, -0.338, 5.223], [1.654, 0.806, 5.489], [0.383, 2.628, 4.459], [-0.856, 1.814, 5.424], [-1.167, 2.094, 2.696], [-1.717, 0.618, 3.530], [2.062, 1.007, 3.096], [1.685, -0.735, 3.238]], "lumo_energy_ha": -0.1193, "gap_ev": 7.29, "total_charge": 1, "homo_ev": -10.54}

=====

{"formula": "C33H30ClCoIN5O8Te", "method": "ωB97M-V/def2-TZVPD", "elements": ["Co", "N", "N", "C", "O", "O", "H", "H", "H", "C", "C", "C", "C", "C", "O", "C", "C", "C", "C", "C", "C", "C", "O", "C", "C", "C", "N", "C", "C", "Te", "C", "C", "C", "C", "C", "C", "C", "C", "C", "C", "C", "C", "H", "H", "H", "H", "H", "H", "H", "H", "H", "H", "H", "H", "H", "H", "H", "H", "H", "H", "H", "H", "H", "H", "H", "H", "I", "C", "C", "N", "N", "C", "H", "H", "H", "O", "Cl", "O", "O", "O"], "xyz": [[1.416, -0.748, 1.971], [1.506, -2.235, 3.490], [2.016, -1.591, 4.642], [2.892, -0.503, 4.425], [3.532, -0.076, 5.371], [2.892, -0.047, 3.215], [0.575, -2.610, 3.657], [2.076, -3.030, 3.204], [2.316, -2.192, 5.395], [-2.642, -1.950, -3.709], [-1.558, -1.718, -2.690], [-0.209, -1.782, -3.025], [0.788, -1.648, -2.079], [2.210, -1.739, -2.525], [3.016, -2.507, -2.054], [2.633, -0.811, -3.639], [1.965, 0.382, -3.897], [2.422, 1.239, -4.889], [3.540, 0.901, -5.638], [4.210, -0.290, -5.385], [3.763, -1.137, -4.384], [0.493, -1.399, -0.706], [1.468, -1.296, 0.118], [-0.895, -1.216, -0.378], [-1.860, -1.425, -1.375], [-1.377, -0.792, 0.944], [-0.604, -0.395, 1.894], [-1.149, 0.027, 3.177], [-0.387, 1.219, 3.738], [-0.866, 3.115, 2.843], [-0.015, 3.151, 0.850], [-1.122, 3.613, -0.059], [-1.101, 3.803, -1.380], [0.044, 3.662, -2.274], [1.270, 3.315, -1.891], [1.698, 2.954, -0.510], [-2.863, -0.786, 1.150], [-3.587, 0.374, 0.891], [-4.958, 0.399, 1.097], [-5.609, -0.737, 1.559], [-4.885, -1.894, 1.812], [-3.511, -1.925, 1.610], [-2.225, -2.010, -4.714], [-3.379, -1.144, -3.699], [-3.176, -2.884, -3.516], [0.073, -1.954, -4.060], [1.092, 0.644, -3.313], [1.903, 2.170, -5.078], [3.892, 1.566, -6.417], [5.084, -0.555, -5.967], [4.281, -2.059, -4.155], [-2.905, -1.338, -1.106], [-1.051, -0.812, 3.877], [-2.209, 0.275, 3.116], [0.689, 1.073, 3.744], [-0.698, 1.386, 4.771], [-2.068, 3.807, 0.434], [-2.029, 4.126, -1.837], [-0.126, 3.885, -3.321], [2.051, 3.266, -2.640], [2.749, 2.669, -0.520], [-3.069, 1.258, 0.533], [-5.516, 1.306, 0.898], [-6.680, -0.721, 1.720], [-5.386, -2.784, 2.169], [-2.948, -2.830, 1.800], [1.378, 6.005, 0.463], [1.352, 3.900, 0.683], [2.259, 3.455, 1.792], [2.307, 2.166, 1.956], [1.601, 1.296, 1.277], [0.806, 1.940, 0.269], [2.865, 4.095, 2.410], [2.871, 1.686, 2.680], [0.247, 1.204, -0.302], [-0.014, -5.524, 1.295], [-0.717, -4.770, 2.291], [-2.127, -5.070, 2.255], [-0.183, -5.057, 3.608], [-0.537, -3.341, 2.043]], "multiplicity": 4, "lumo_energy_ha": [0.0630, 0.0630], "gap_ev": [7.03, 7.01], "total_charge": -1, "homo_ev": [-5.32, -5.30]}

=====

{"formula": "C33H30FN6ORuS", "method": "ωB97M-V/def2-TZVPD", "elements": ["Ru", "N", "C", "N", "C", "N", "N", "C", "C", "C", "C", "C", "C", "N", "C", "C", "C", "C", "C", "C", "H", "H", "H", "H", "H", "H", "H", "H", "H", "H", "H", "N", "H", "H", "H", "F", "C", "C", "C", "C", "C", "C", "C", "H", "H", "H", "H", "H", "H", "O", "S", "C", "C", "C", "C", "C", "C", "C", "C", "C", "C", "C", "C", "H", "H", "H", "H", "H", "H", "H", "H", "H", "H"], "xyz": [[-1.096, 0.170, -0.271], [-0.148, -4.093, -0.307], [-0.400, -2.867, -0.735], [-0.719, -1.875, 0.063], [-0.827, -2.131, 1.441], [-1.181, -1.136, 2.243], [-1.381, -0.011, 1.642], [-1.808, 1.133, 2.297], [-1.784, 2.295, 1.532], [-2.115, 3.571, 2.044], [-2.013, 4.675, 1.235], [-1.594, 4.515, -0.093], [-1.300, 3.246, -0.556], [-1.389, 2.153, 0.203], [-0.554, -3.436, 1.962], [-0.610, -3.754, 3.324], [-0.304, -5.031, 3.738], [0.056, -6.018, 2.813], [0.114, -5.727, 1.463], [-0.191, -4.442, 1.040], [0.059, -4.823, -0.978], [-0.337, -2.690, -1.800], [-2.131, 1.091, 3.330], [-2.432, 3.655, 3.075], [-2.239, 5.662, 1.616], [-1.489, 5.367, -0.750], [-0.963, 3.107, -1.575], [-0.891, -2.990, 4.035], [-0.336, -5.275, 4.791], [0.290, -7.019, 3.150], [0.393, -6.485, 0.741], [-0.552, 0.364, -2.480], [-1.147, -0.210, -3.070], [0.405, 0.071, -2.672], [-0.638, 1.311, -2.835], [-6.059, 4.232, -1.236], [-5.369, 3.137, -1.157], [-5.333, 2.445, 0.064], [-4.588, 1.306, 0.146], [-3.853, 0.822, -0.982], [-3.130, -0.411, -0.904], [-3.930, 1.558, -2.205], [-4.683, 2.689, -2.301], [-5.910, 2.817, 0.901], [-4.579, 0.729, 1.063], [-3.034, -0.920, -1.862], [-3.492, -1.077, -0.123], [-3.420, 1.184, -3.084], [-4.783, 3.238, -3.229], [1.038, 0.614, 0.337], [2.058, 1.115, -0.682], [3.534, 1.640, 0.182], [4.236, 2.638, -0.482], [5.467, 3.037, 0.013], [5.963, 2.452, 1.171], [5.236, 1.467, 1.831], [4.005, 1.056, 1.347], [2.698, -0.403, -1.430], [3.092, -0.400, -2.760], [3.584, -1.575, -3.319], [3.677, -2.723, -2.544], [3.286, -2.706, -1.209], [2.785, -1.542, -0.643], [3.830, 3.100, -1.375], [6.023, 3.813, -0.495], [6.912, 2.781, 1.573], [5.630, 1.009, 2.729], [3.435, 0.302, 1.874], [3.048, 0.513, -3.344], [3.914, -1.584, -4.349], [4.075, -3.631, -2.977], [3.400, -3.591, -0.596], [2.490, -1.505, 0.399]], "multiplicity": 5, "lumo_energy_ha": [-0.3129, -0.4166], "gap_ev": [6.18, 4.88], "total_charge": 3, "homo_ev": [-14.69, -16.21]}